(1)
Density functional theory data (ωB97M-V/def2-TZVPD) for an isolated molecule of C2H6O2.

## Properties
2S+1 = 1
energy above the lowest of the compared OMol25 structures with the same formula, charge and spin = 0.655 eV
HOMO energy = -10.148 eV

The geometry in XYZ format:
```
10
Properties=species:S:1:pos:R:3:forces:R:3:mulliken_charge:R:1
H 0.46147 1.62661 0.82414 -0.05 -0.26 -0.07 0.290
H -1.12679 1.33306 0.10684 0.11 -0.14 -0.08 0.231
O -0.41542 -1.29359 -0.54973 0.11 -0.24 0.13 -0.594
H 0.16158 0.20722 -1.53436 0.26 0.43 -0.25 0.363
O 0.52083 1.01701 -1.12429 -0.11 0.02 -0.27 -0.524
H 0.31033 -1.88012 -0.79207 -0.16 0.10 0.16 0.319
H -0.74350 -0.72476 1.39585 0.13 0.15 -0.03 0.256
C -0.08776 0.96755 0.14049 -0.12 -0.05 0.33 -0.339
C -0.04047 -0.49801 0.58813 0.02 0.03 0.17 -0.285
H 0.97797 -0.73959 0.91662 -0.19 -0.05 -0.10 0.283
```
Forces are in eV/Å.


(2)
Density functional theory data (ωB97M-V/def2-TZVPD) for a cluster of 2 separate species, C6H14N2 in total.

## Properties
2S+1 = 2
energy above the lowest of the compared OMol25 structures with the same formula, charge and spin = 0.871 eV
HOMO energy (alpha / beta) = 1.474 / -4.780 eV
<S²> = 0.75
total charge = -1

The geometry in XYZ format:
```
22
Properties=species:S:1:pos:R:3:forces:R:3:mulliken_charge:R:1
N 2.21387 -1.24322 -0.62347 0.17 0.20 -0.11 -0.487
H 3.31060 0.59701 -0.44949 0.12 0.08 0.08 0.239
C 2.36946 0.12156 1.35671 -0.11 0.21 0.38 -0.825
H -1.64354 1.79180 1.30697 -0.10 0.00 0.01 0.443
C -2.40222 1.06836 0.98750 0.25 -0.16 -0.20 -2.304
H -2.14765 -1.43205 -0.06266 -0.06 -0.07 0.08 0.333
H 3.68801 1.04470 2.58425 -0.02 -0.03 0.04 0.433
H 1.22162 -1.15889 -0.81987 -0.07 -0.02 0.12 0.155
C 2.68931 -0.10008 0.09623 -0.07 -0.33 -0.40 -0.571
C -2.12991 0.61430 -0.41572 -0.01 -0.10 0.25 0.604
H 2.68259 -1.29758 -1.51759 -0.04 -0.06 -0.03 0.319
C -1.74821 -1.09441 -2.20621 -0.08 0.04 0.17 -1.626
C -2.03687 -0.65001 -0.80279 0.08 -0.01 -0.15 -0.669
H 2.13958 1.53127 2.77287 -0.06 0.06 0.06 0.777
H 1.69891 -0.57040 1.85355 0.00 -0.06 0.00 0.225
H -2.34555 0.22433 1.67833 -0.12 0.07 0.03 0.653
H -1.97084 1.38111 -1.16111 -0.05 0.17 -0.11 0.481
N 2.83225 1.26238 2.08280 0.09 -0.02 -0.14 -0.701
H -0.84177 -1.70518 -2.24696 -0.06 -0.03 -0.08 0.311
H -2.57315 -1.68650 -2.61129 0.02 -0.12 0.00 0.538
H -1.61958 -0.23398 -2.85697 0.11 0.10 -0.11 0.211
H -3.38692 1.53547 1.05492 -0.02 0.08 0.11 0.462
```
Forces are in eV/Å.


(3)
Density functional theory data (ωB97M-V/def2-TZVPD) for a structure of composition C26H20Br2FeN5O6S2.

## Properties
2S+1 = 2
HOMO energy (alpha / beta) = -2.215 / -2.194 eV
<S²> = 0.79
total charge = -2

The geometry in XYZ format:
```
62
Properties=species:S:1:pos:R:3:forces:R:3:mulliken_charge:R:1
C 3.61105 0.49957 2.04410 0.03 0.02 0.00 -0.882
C -3.19482 -1.53598 -2.96749 -0.01 -0.01 0.00 -1.139
C 2.52814 2.26696 -1.10574 0.07 -0.08 0.01 -0.473
C -0.06492 -0.52634 -1.11229 0.37 0.11 0.14 -0.798
C -1.87166 -1.62902 -2.48875 0.04 -0.02 0.00 0.937
C 4.87263 0.10216 1.66921 -0.01 0.01 -0.01 -0.437
Br -1.58379 -4.24842 -3.70132 0.00 0.00 0.00 -0.289
C -0.41445 3.57875 -2.07248 0.06 0.09 -0.08 0.568
H -1.27915 2.48161 4.05789 -0.04 0.01 -0.01 0.519
C 0.28231 -2.69318 -2.24517 0.13 0.03 0.08 -0.579
H -3.89137 1.53899 -1.74075 -0.04 0.02 0.00 0.458
H -2.66020 -3.71796 0.22505 0.00 -0.01 0.00 0.310
H 6.37356 0.10134 0.10724 0.00 0.00 0.00 0.354
O 0.34562 4.48218 3.75647 0.00 0.06 -0.04 -0.824
C -1.68377 -0.88874 1.79799 -0.03 -0.07 -0.04 0.108
C -1.39323 -0.53299 -1.72280 0.22 0.00 0.12 -0.191
O 0.32689 3.77819 1.64060 0.07 0.01 -0.16 -0.441
C -0.18645 -4.73908 0.64665 0.01 0.00 -0.04 -1.539
H 0.87622 -4.82920 0.87503 0.00 0.00 0.00 0.312
O -2.66295 0.60205 3.66332 0.01 0.05 0.00 -0.860
H 3.00222 2.42010 -2.07491 0.00 0.00 0.00 0.222
H -3.51170 -1.47030 0.86513 0.00 0.00 0.00 0.403
C -2.51113 -1.78327 1.13523 0.03 -0.01 -0.02 -0.476
C 5.38375 0.42283 0.40566 -0.01 -0.03 0.01 -0.813
H -0.57014 3.66949 -4.06577 0.00 0.01 0.00 0.270
C 3.29905 1.56831 -0.10363 0.09 0.12 0.02 0.618
H 3.21076 0.25393 3.02005 -0.01 -0.01 0.01 0.357
S -1.29033 3.74370 -0.60426 -0.08 -0.83 0.07 -0.501
H 5.47668 -0.47177 2.36449 0.00 0.00 0.00 0.345
Br 2.53527 -1.64839 -0.86734 -0.09 -0.21 -0.03 -0.154
C -0.52664 2.31489 3.29307 -0.03 -0.05 -0.01 -0.268
H 0.27689 -0.50249 2.55993 -0.01 -0.03 -0.02 0.072
H -0.71391 -5.56455 1.13130 0.00 -0.01 0.01 0.419
H 0.95451 -3.51564 -2.45144 0.01 0.01 0.01 0.473
C 0.73811 -1.62091 -1.47696 0.04 -0.09 -0.03 0.097
H -4.95351 -0.32615 -3.05423 0.00 0.00 -0.01 0.382
S -2.29627 0.71691 2.26108 -0.04 -0.13 -0.09 1.427
C -0.38000 -1.23812 2.10908 0.00 -0.04 0.01 -0.433
C -0.72183 -3.40499 1.09280 -0.03 -0.03 -0.04 0.840
N 0.78247 3.10184 -2.20277 -0.12 0.16 -0.04 -1.297
C -3.93201 -0.41478 -2.70504 -0.06 -0.01 -0.02 -0.770
H -3.61169 -2.35668 -3.53785 0.01 0.01 0.01 0.304
N -2.12845 0.56244 -1.50290 -0.07 0.26 0.10 0.150
C -2.02803 -3.03414 0.78305 0.02 0.00 0.01 -0.381
C 0.08902 -2.49786 1.76586 -0.01 0.07 -0.01 -0.535
C -3.34473 0.63010 -1.96977 0.00 0.03 0.07 -0.544
N -1.06819 1.68448 2.09151 0.03 0.22 -0.06 0.496
Fe 0.09533 2.19282 0.56197 0.33 0.68 -0.12 -0.589
N -0.99670 4.06319 -3.23956 -0.05 0.04 -0.01 -0.561
C 2.77328 1.24112 1.17275 0.02 0.12 -0.02 0.393
H 0.27973 1.71432 3.73193 -0.04 0.02 0.03 0.076
H -0.31096 -4.85853 -0.43330 0.00 0.00 0.03 0.260
O 1.61152 1.60623 1.58727 -0.07 -0.30 0.11 0.018
H -2.00099 3.98796 -3.22683 -0.01 -0.01 -0.01 0.271
H 1.12099 -2.75584 1.97099 0.04 -0.01 0.00 0.301
C -0.99746 -2.71656 -2.71621 -0.14 0.00 -0.03 0.192
N 1.31267 2.64822 -1.00828 -0.03 -0.16 0.30 1.237
C 4.58684 1.15025 -0.45428 -0.04 0.09 0.04 -0.465
O 0.37640 0.37332 -0.32721 -0.78 -0.14 -0.35 1.097
O -3.38005 0.98019 1.34101 0.05 0.05 -0.05 -0.721
C 0.08880 3.64251 2.89773 0.14 -0.01 0.18 0.385
H 4.95076 1.40091 -1.44615 0.00 0.00 0.00 0.288
```
Forces are in eV/Å.


(4)
Density functional theory data (ωB97M-V/def2-TZVPD) for a structure of composition C12H11AuN2OS5SbSe2 at a distorted geometry.

## Properties
2S+1 = 2
energy above the lowest of the compared OMol25 structures with the same formula, charge and spin = 2.093 eV
HOMO energy (alpha / beta) = -7.073 / -6.992 eV
<S²> = 0.76

The geometry in XYZ format:
```
35
Properties=species:S:1:pos:R:3:forces:R:3:mulliken_charge:R:1
H -1.52339 2.77152 5.38594 -0.01 -0.01 -0.06 0.330
C -0.55633 2.57615 4.92207 -0.02 -0.09 0.15 -0.805
N 1.43433 -0.15700 0.53763 -0.29 0.35 -0.13 -0.142
S -1.44603 -3.35196 -0.93600 0.18 0.72 0.56 -0.455
Se 1.79116 1.34206 -1.83663 -0.06 0.44 0.11 -0.003
H 3.01510 2.46512 2.87444 0.01 0.01 -0.01 0.436
H -0.56921 -2.52647 -6.31183 0.01 0.00 -0.01 0.388
Au -0.28283 -1.29866 -0.48979 -0.30 -0.75 0.24 0.743
C 2.17575 0.49112 2.70905 0.00 0.06 0.06 -0.640
C 0.70188 -1.19838 -3.49378 -0.26 0.25 -0.01 0.499
H 1.21204 -1.36123 2.18645 -0.02 0.00 0.00 0.434
Sb -3.41282 -2.71186 0.36294 -1.11 0.04 -1.14 0.309
H 2.28541 0.23911 3.75401 -0.01 -0.03 0.00 0.452
H 0.13957 3.37699 5.15590 -0.03 0.00 -0.03 0.247
S -4.57407 -1.51037 -1.22242 0.21 -0.47 0.66 -0.611
S -1.63411 0.11431 3.67097 -0.38 -0.09 -0.29 -0.261
C -1.19950 1.52417 2.87430 -0.18 0.34 0.15 0.514
H 2.76654 2.91511 0.42885 0.06 -0.01 0.02 0.368
H 1.63529 -1.97084 -5.25639 -0.03 0.00 -0.07 0.367
C 2.44251 1.98083 0.86571 -0.05 0.03 -0.08 -0.608
H -2.66427 -1.91149 -5.08108 -0.02 0.00 0.01 0.435
O -0.68497 2.58014 3.49682 0.11 -0.11 -0.13 -0.249
C -1.58461 -1.15177 -3.40378 -0.11 0.08 0.02 -0.208
S -1.42454 1.73603 1.21623 0.02 0.19 -0.11 -0.134
Se 2.38332 -0.70225 -2.67968 0.13 -0.36 -0.13 -0.060
C -0.52636 -2.06374 -5.33493 -0.07 0.03 0.09 -0.296
C 2.58149 1.72297 2.21731 -0.06 -0.05 -0.03 -0.251
N -0.40662 -0.91609 -2.82038 0.28 0.08 -0.52 -0.126
C -1.68769 -1.72781 -4.65757 0.08 0.01 -0.11 -0.565
C 1.59354 -0.40983 1.84005 -0.06 -0.07 0.08 -0.344
S -1.90638 -0.84048 1.27565 1.51 -0.11 0.69 -0.114
H -0.17789 1.62027 5.28121 0.07 0.03 -0.03 0.378
C 0.69878 -1.76970 -4.75460 0.21 -0.06 0.07 -0.624
H -2.46809 -0.88157 -2.83561 -0.01 -0.15 0.07 0.210
C 1.87303 1.00563 0.05890 0.19 -0.28 -0.09 0.385
```
Forces are in eV/Å.


(5)
Density functional theory data (ωB97M-V/def2-TZVPD) for a structure of composition C4H3KLiO2 at a distorted geometry.

## Properties
2S+1 = 2
energy above the lowest of the compared OMol25 structures with the same formula, charge and spin = 0.000 eV
HOMO energy (alpha / beta) = -5.088 / -6.951 eV
<S²> = 0.76

The geometry in XYZ format:
```
11
Properties=species:S:1:pos:R:3:forces:R:3:mulliken_charge:R:1
O 1.86564 -0.34577 0.52475 0.21 0.63 -0.20 -0.887
H -2.12869 1.33214 0.46540 0.21 -0.24 -0.01 0.364
H -0.18590 -0.86320 3.17512 0.20 0.14 -0.31 0.190
C 0.26983 -0.09902 2.54002 2.94 0.35 -0.59 -0.714
C 1.22075 -0.46713 1.60900 -2.52 -2.01 0.72 0.362
O -0.75527 -1.34308 -1.17085 0.44 -0.11 -1.15 -0.790
C -1.28014 -0.30551 -0.74556 0.20 0.86 3.50 0.691
K 0.55358 1.60012 -0.53269 2.66 1.68 -0.55 0.827
Li 1.05231 -1.77442 -0.77324 -0.43 0.59 0.87 0.890
H 0.43919 0.86607 3.04536 -0.59 0.17 -0.20 0.197
C -1.38527 0.61250 0.14782 -3.30 -2.04 -2.07 -1.131
```
Forces are in eV/Å.


(6)
Density functional theory data (ωB97M-V/def2-TZVPD) for a cluster of 2 separate species, C10H16O in total at a distorted geometry.

## Properties
2S+1 = 1
energy above the lowest of the compared OMol25 structures with the same formula, charge and spin = 1.515 eV
HOMO energy = -8.531 eV

The geometry in XYZ format:
```
27
Properties=species:S:1:pos:R:3:forces:R:3:mulliken_charge:R:1
H 1.43078 2.94702 -2.99257 0.22 -0.29 -0.21 0.352
C -2.00737 -0.16642 1.77154 0.87 0.53 1.02 -0.487
C -0.44896 -1.60304 0.59654 -1.05 -0.27 1.90 -0.645
C -1.63511 -1.42140 1.35131 -0.30 0.00 -1.95 0.502
H 0.74927 2.73998 0.68638 -0.61 -0.26 0.42 0.376
O -2.52350 -2.46977 1.45546 -0.45 0.16 -0.34 -0.545
H -1.36183 1.77706 2.34373 0.13 0.51 -0.47 0.367
H 0.75207 -0.82709 -2.88141 0.01 0.32 0.07 0.283
C 0.17637 0.68321 1.22995 -0.16 0.32 -0.27 0.695
H -2.97761 -0.11123 2.25992 0.12 0.40 0.02 0.302
C 0.46343 -0.59328 0.71965 0.97 1.27 -0.70 -0.416
H 0.12444 1.76204 -3.10926 0.18 -0.20 -0.69 0.342
H 1.65798 -0.38377 -1.43301 0.10 -0.41 -0.19 -0.267
H 0.93998 1.89192 -1.68215 0.43 0.15 0.12 0.013
C 2.14826 0.81786 -3.09843 -0.49 1.14 -1.60 -0.280
C 1.14843 1.91592 -2.75990 -1.04 0.15 1.15 -0.900
H 3.11898 1.24915 -2.84568 0.24 -0.75 0.49 0.279
C 1.16564 1.82205 1.12740 -0.01 0.75 0.01 -1.748
H 1.50207 2.09169 2.13146 0.35 0.04 -0.17 0.405
H -3.42752 -2.11470 1.34480 0.65 -0.33 0.25 0.323
H 1.47013 -0.64938 0.32991 -0.08 -0.52 -0.12 0.654
H 2.00134 1.71953 0.43235 0.24 -0.88 0.42 0.338
H 2.40296 -1.32508 -2.79185 0.22 0.08 0.30 0.387
H -0.30736 -2.54605 0.08938 0.36 -0.02 0.09 0.404
H 2.19111 0.74824 -4.19735 0.02 -0.14 0.17 0.297
C -1.07717 0.91137 1.76550 -1.11 -1.75 0.31 -0.473
C 1.73400 -0.51093 -2.51045 0.19 -0.01 -0.04 -0.561
```
Forces are in eV/Å.


Which value of 2S+1 does entry 4 give? 2


2S+1 of number 1 (C2H6O2)? 1